[1]
ORCA calculation (ωB97M-V with the def2-TZVPD basis set) on a structure of composition C23H40NO7S2 at a distorted geometry.

Largest force on an atom (eV Å⁻¹): 1.0
Energy (hartree): -2278.23898

ORCA input file:
```
! RIJCOSX wB97M-V def2-TZVPD def2/J DEFGRID3
* xyz -1 1
S -0.99864 1.67191 -0.00598
S -3.57991 1.57455 -0.85285
O -3.51152 3.00514 -1.08522
O 3.96386 -3.12181 -2.70346
O -0.78537 2.89138 0.74244
O 5.47163 -3.13935 3.42230
O -0.49945 1.71851 -1.36832
O -2.05922 5.47228 -5.75545
O -3.69613 0.78938 -2.06242
N -2.46388 1.05078 0.15052
C -0.06740 0.38156 0.80648
C 1.27593 0.89914 1.30930
C -6.33689 -2.67699 1.10489
C 4.53762 -0.63862 0.12689
C -4.21439 5.81940 -4.82284
C -5.47697 -0.07903 0.44441
C -6.87753 0.84490 2.37359
C -6.79704 -1.58426 1.83697
C -2.35628 4.60208 -3.54929
C 6.96539 -2.66201 5.20791
C 3.55407 -2.88370 -5.03182
C -5.45567 -2.47170 0.04824
C -5.04163 1.34100 0.14100
C 5.64493 -3.09784 4.61573
C 5.61959 -1.55556 0.75126
C 3.60168 -2.39712 -3.60118
C -6.36428 -0.29049 1.51865
C 3.17626 -0.97234 -3.35659
C -5.03157 -1.18611 -0.28387
C 2.31284 -0.24372 1.35982
C 4.55264 -3.47484 5.58882
C 3.77087 0.22082 1.14912
C -2.78915 5.30839 -4.80070
H -4.41253 6.30931 -5.77477
H -6.65755 -3.67479 1.36816
H 2.21883 -0.78535 2.30001
H 7.38694 -3.46488 5.81507
H 4.31402 -2.62627 6.23206
H 3.88254 -3.91990 -5.07428
H -5.10060 -3.31973 -0.51860
H 5.04852 0.02959 -0.56474
H 6.82127 -1.78147 5.83607
H -2.98251 3.72834 -3.36760
H -7.49148 -1.72222 2.65244
H 4.20900 -2.27355 -5.65583
H -2.44238 5.26840 -2.69018
H 2.53516 -2.81392 -5.41528
H 7.65840 -2.41889 4.40593
H -5.83466 1.93802 -0.30078
H 5.43345 -2.58308 0.45248
H -6.24770 0.91918 3.26163
H 1.65494 1.71600 0.70424
H 3.25065 -0.74701 -2.29976
H -0.67558 0.05854 1.64761
H 0.01144 -0.44095 0.10436
H -4.33999 -1.04687 -1.09710
H 3.74183 1.24535 0.78534
H 3.81969 -0.29029 -3.91513
H -7.87979 0.63048 2.73185
H -6.85511 1.80485 1.87383
H 6.61422 -1.30294 0.38831
H -4.90796 4.98752 -4.69357
H 2.06405 -0.95438 0.57384
H 4.87763 -4.31046 6.21107
H 3.86141 -1.25936 -0.44623
H 4.29729 0.19590 2.10078
H -1.32306 4.27703 -3.64159
H 3.66190 -3.76510 5.03708
H 5.62281 -1.48516 1.82698
H 1.13752 1.24444 2.32993
H -4.36579 6.53330 -4.01193
H -4.79332 1.81650 1.08540
H 2.14205 -0.83190 -3.67549
*
```

---

[2]
ORCA calculation (ωB97M-V with the def2-TZVPD basis set) on a structure of composition C23H41Br2ClN6O7PS2 at a distorted geometry.

Largest force on an atom (eV Å⁻¹): 16.9
Energy (hartree): -8500.90846

ORCA input file:
```
! RIJCOSX wB97M-V def2-TZVPD def2/J DEFGRID3
* xyz 1 1
Br 1.83267 -0.80915 3.84774
Br 3.32270 0.21042 7.07165
Cl -1.17400 2.80958 3.14380
S -4.65874 -4.37436 -0.05354
S -2.09701 4.45632 1.16261
P -3.56168 1.58604 -1.21605
O 0.49346 -1.32078 3.02344
O 0.73709 0.77048 2.88003
O 3.95920 -3.38629 -1.58158
O -4.73646 0.38611 -1.79802
O -6.55730 -2.03559 -0.44381
O -3.01424 2.40416 -2.69332
O -4.40257 2.54572 -0.25890
N 0.20623 0.69429 0.54459
N -7.70000 -2.53232 -2.44251
N -6.80170 -3.55855 -2.14732
N -2.20684 0.74417 -0.35834
N -0.83269 2.77726 -0.57425
N -0.10138 -0.26174 2.77230
C 0.21919 2.96091 1.86895
C 3.53121 -4.15828 -0.40381
C 1.28089 -1.16045 -2.82815
C 2.75131 -1.82523 -3.19409
C 0.93237 -0.31748 -0.25891
C 3.01156 2.97989 -0.94163
C 2.54212 1.65245 1.44811
C -5.99506 -3.35574 -0.88203
C 0.92924 1.47338 1.56191
C 0.59559 6.26083 0.63876
C 2.90839 -3.39150 -2.64126
C 3.10302 2.99101 0.69391
C 3.68213 -0.91294 4.45828
C 1.40656 0.12711 -1.76785
C -0.45279 3.67477 0.57206
C -1.96208 -3.23178 -0.52086
C -2.46424 -1.79110 -1.12887
C -2.49406 -0.66980 0.08984
C 3.75508 -1.30113 5.91701
C 0.38811 4.94271 -0.06119
C -0.96501 1.34587 -0.11526
C -7.58898 -1.45924 -1.35097
C -3.05485 -4.37024 -1.02524
H 0.60451 -2.02406 -2.42018
H 3.14455 0.74683 1.01727
H -3.61627 -0.67174 0.49511
H 0.17833 -1.22909 -0.43608
H 2.93581 1.75884 2.57385
H 3.39452 -3.99696 -3.54795
H 3.25326 -5.24292 -0.74714
H 3.75814 2.16708 -1.34103
H 2.65592 -3.64012 0.19851
H 2.91553 -1.84196 -4.37515
H 0.87319 4.80973 -1.11749
H -8.20850 -0.45232 -1.23809
H 0.83414 1.04075 -2.22045
H -2.57264 -5.46138 -1.06070
H -1.79677 -1.08349 0.93145
H 2.71368 4.01590 1.13859
H 4.14574 -1.67987 3.83155
H 4.27556 3.00770 0.93349
H 4.14432 0.05417 4.24265
H -0.20609 6.80933 1.29082
H 0.98404 3.70379 2.40691
H -0.23628 2.89250 -1.41977
H -1.85804 -1.42619 -2.07454
H 3.07364 -2.11299 6.18513
H 1.66091 6.77711 0.52534
H -3.59205 -1.94798 -1.47140
H -3.33959 -4.09518 -2.14960
H 3.66504 -1.24293 -2.75219
H -5.58175 0.94522 -1.87874
H 1.85258 -0.83583 0.29835
H 4.77570 -1.58400 6.19003
H -2.53315 5.31421 0.13549
H 0.81742 -0.81068 -3.86175
H 4.45384 -4.22427 0.34492
H -3.30678 3.36499 -2.68326
H -1.96832 -3.26941 0.67132
H 1.93936 2.83949 -1.38526
H 3.38771 4.04406 -1.33128
H 2.58070 0.32909 -1.69419
H -0.86277 -3.45490 -0.91899
H 1.89444 -3.86232 -2.29278
*
```

---

What are the HOMO energy values for these records? In order: -0.2052 -0.3555 Eh.